Below is a structure of composition C18H12AuF3N4O2 in a non-equilibrium geometry, with properties calculated with ωB97M-V with the def2-TZVPD basis set.

Positions of all 40 atoms, in Å:
Au  1.4079  0.6866  -0.3740
O  -1.4213  2.5387  -2.7778
C  -0.5537  1.8850  -2.2931
N  -0.0662  2.0297  -0.9891
C  -0.5122  2.9591  -0.0419
O  -1.3794  3.7539  -0.2172
C  0.2348  2.8320  1.2591
C  -0.1201  3.6314  2.3262
C  0.6285  3.5456  3.4947
C  1.7163  2.6871  3.5440
C  2.0031  1.9004  2.4403
N  1.2584  1.9758  1.3362
C  0.1430  0.7709  -3.0284
C  -0.2645  0.4401  -4.3041
C  0.4333  -0.5503  -4.9863
C  1.5270  -1.1511  -4.3811
C  1.8698  -0.7796  -3.0911
N  1.1724  0.1522  -2.4401
H  -0.9598  4.3054  2.2180
H  0.3713  4.1531  4.3524
H  2.3449  2.6154  4.4200
H  2.8393  1.2139  2.4415
H  -1.1051  0.9664  -4.7371
H  0.1332  -0.8404  -5.9846
H  2.1166  -1.9010  -4.8887
H  2.7132  -1.2280  -2.5830
F  -2.0115  -5.3550  1.6028
C  -2.3663  -4.1694  2.1053
F  -3.6455  -3.9403  1.8059
F  -2.2371  -4.2178  3.4340
C  -1.4679  -3.0807  1.5406
C  -0.1002  -3.1566  1.7536
C  0.6993  -2.1547  1.2338
N  0.1871  -1.1314  0.5420
C  -1.1292  -1.0613  0.3385
C  -1.9999  -2.0209  0.8228
H  0.3405  -3.9734  2.3087
H  1.7709  -2.1767  1.3771
H  -1.5086  -0.2163  -0.2238
H  -3.0621  -1.9380  0.6441

Properties
Kohn-Sham gap (spin up / spin down) in eV: 6.285 / 6.282
Relative energy (zero: lowest compared OMol25 entry of this formula, charge and spin) in kcal/mol: 42.0
Charge: +2

Here are the Löwdin charges for atoms 1 to 5, given in e: number 1, Au, carries 1.279; number 2, O, carries 0.216; number 3, C, carries -0.411; number 4, N, carries 0.071; number 5, C, carries -0.405

Below is a cluster of 5 separate species, H11O5 in total in a non-equilibrium geometry, with properties calculated with ωB97M-V with the def2-TZVPD basis set.

Positions of all 16 atoms, in Å:
O  2.1937  -1.4021  -1.7019
H  2.1493  -2.3772  -1.7906
H  1.7901  -1.0613  -2.5191
O  1.9093  1.7211  0.7108
H  1.6511  2.1634  1.5266
H  2.8265  1.9774  0.5650
O  -1.5021  -1.8013  0.0214
H  -1.5217  -2.5315  0.6776
H  -2.4074  -1.5765  -0.2500
O  -2.8842  1.8643  0.9115
H  -3.5670  2.1711  1.5146
H  -2.5083  2.6403  0.4883
O  0.4309  -0.4082  0.0439
H  1.1406  -0.9338  -0.4636
H  0.8453  0.4281  0.3466
H  -0.5462  -0.8738  -0.0812

Properties
Kohn-Sham gap (spin up / spin down) in eV: 2.901 / 11.708
Spin multiplicity: 2
Relative energy (zero: lowest compared OMol25 entry of this formula, charge and spin) in kcal/mol: 16.5

Here are the Löwdin charges for atoms 1 to 5, given in e: number 1, O, carries -0.147; number 2, H, carries 0.049; number 3, H, carries 0.044; number 4, O, carries -0.076; number 5, H, carries 0.059

Below is an isolated molecule of C13H16N2O6 in a non-equilibrium geometry, with properties calculated with ωB97M-V with the def2-TZVPD basis set.

Positions of all 37 atoms, in Å:
N  -1.1409  -1.7467  1.1174
C  -1.8144  -0.9280  0.1683
C  -3.3890  -1.0691  0.1643
C  -4.0140  -0.5035  -1.1149
O  -3.6758  0.2692  -1.9114
O  -5.1712  -1.1471  -1.2221
C  -1.5198  0.4689  0.7541
O  -1.8834  0.7167  1.8870
N  -0.8233  1.2536  -0.0338
C  0.1860  2.1348  0.5356
C  1.3297  1.4875  1.2187
C  2.0822  0.4744  0.4869
C  1.8067  -0.8347  0.8637
C  2.5285  -2.0119  0.4658
C  3.2954  -1.8737  -0.6601
O  3.8507  -2.8390  -1.4604
C  3.6376  -0.5386  -1.1085
C  2.9038  0.5189  -0.6440
C  0.6792  2.9043  -0.6364
O  0.8026  2.3778  -1.6722
O  0.8661  4.2094  -0.4677
H  -0.9417  -1.2958  1.9875
H  -1.7263  -2.4434  1.7153
H  -1.4169  -0.9585  -0.8384
H  -3.8166  -0.5392  0.9789
H  -3.6430  -2.1266  0.2857
H  -5.6929  -0.8311  -1.9556
H  -0.6778  0.9375  -1.0465
H  -0.4518  2.6155  1.3120
H  1.8074  2.2892  1.7672
H  0.8822  0.9356  2.1316
H  1.1692  -0.8972  1.7519
H  2.1287  -2.9720  0.7726
H  3.3611  -3.6443  -1.0787
H  4.1137  -0.3369  -2.0356
H  3.0526  1.4118  -1.1493
H  1.3152  4.5321  -1.3287

Properties
Kohn-Sham gap in eV: 9.119
Relative energy (zero: lowest compared OMol25 entry of this formula, charge and spin) in kcal/mol: 77.7
SMILES string: N[C@@H](CC(=O)O)C(=O)N[C@@H](Cc1ccc(O)cc1)C(=O)O

Here are the Löwdin charges for atoms 1 to 5, given in e: number 1, N, carries 0.040; number 2, C, carries -0.286; number 3, C, carries -0.019; number 4, C, carries -0.560; number 5, O, carries 0.163

Below is a cluster of 6 separate species, C30H69N3O6 in total in a non-equilibrium geometry, with properties calculated with ωB97M-V with the def2-TZVPD basis set.

Positions of all 108 atoms, in Å:
C  -1.5806  -19.4337  9.4016
C  -2.6316  -18.7093  10.2154
C  -1.9240  -18.0927  11.3908
C  -3.3573  -17.6317  9.4300
C  -4.2517  -18.2522  8.3710
C  -5.3412  -19.0669  9.1324
C  -4.6926  -20.2041  9.9524
C  -5.7280  -20.8388  10.8563
C  -4.1587  -21.3177  9.0662
N  -3.6667  -19.5762  10.8210
O  -2.9908  -20.6706  11.4387
H  -0.7452  -18.7659  9.3081
H  -1.1698  -20.2925  9.8841
H  -1.8662  -19.6835  8.3680
H  -1.2077  -17.3143  11.0611
H  -2.6488  -17.6022  12.0640
H  -1.3110  -18.7770  11.9921
H  -4.0766  -17.2137  10.1523
H  -2.6379  -16.8893  9.0778
H  -4.7285  -17.4263  7.7991
H  -3.7161  -18.8723  7.6748
H  -5.9784  -19.5932  8.4273
H  -5.9521  -18.4147  9.7558
H  -6.2316  -20.2008  11.5727
H  -5.3332  -21.6932  11.3637
H  -6.5648  -21.1896  10.2631
H  -3.6946  -20.9724  8.1362
H  -5.1013  -21.8599  8.8023
H  -3.5656  -22.0063  9.6378
H  -3.2237  -20.7412  12.3638
C  0.5678  -23.0288  13.6086
C  -0.3897  -23.4561  12.4883
C  -1.8433  -23.3760  13.0996
C  -0.4159  -22.4885  11.2853
C  0.8011  -22.6525  10.4025
C  0.8414  -24.1343  9.9055
C  0.9042  -25.1047  11.1202
C  0.6329  -26.5275  10.5763
C  2.3389  -25.1309  11.8156
N  -0.2867  -24.7972  11.9477
O  -0.2810  -25.7701  13.0138
H  0.0870  -22.3448  14.3213
H  0.9169  -23.9074  14.0753
H  1.4542  -22.4962  13.2464
H  -2.0952  -22.3038  13.2342
H  -2.6115  -23.8493  12.4553
H  -1.9149  -23.8542  14.0937
H  -1.2671  -22.8189  10.6932
H  -0.7145  -21.4992  11.5884
H  0.7524  -21.9226  9.5590
H  1.7785  -22.4667  10.9191
H  1.6992  -24.2786  9.2512
H  -0.0706  -24.3312  9.3433
H  0.2359  -27.2458  11.2904
H  1.4764  -27.0834  10.1543
H  -0.1502  -26.4508  9.8039
H  2.3354  -25.6305  12.7724
H  2.8302  -24.1842  11.9537
H  2.9983  -25.6580  11.0619
H  -0.9899  -26.4088  12.7734
C  1.8959  -16.5561  8.1112
C  2.9262  -16.4416  6.8948
C  2.5057  -17.3278  5.7007
C  2.9094  -15.0133  6.4409
C  3.4702  -14.0441  7.5267
C  4.8937  -14.5301  7.7363
C  4.9737  -15.9229  8.2926
C  6.3949  -16.3914  8.3060
C  4.4651  -16.1164  9.6943
N  4.2609  -16.8073  7.3016
O  4.1567  -18.1628  7.6863
H  0.8621  -16.5543  7.7044
H  2.0077  -17.4813  8.6828
H  1.9035  -15.6903  8.7436
H  2.1521  -18.3356  5.9558
H  1.7178  -16.9449  5.0348
H  3.4522  -17.4140  5.0698
H  3.4524  -14.8833  5.5097
H  1.8526  -14.7247  6.3307
H  3.4485  -12.9912  7.2453
H  2.8373  -14.1685  8.3679
H  5.4732  -13.8988  8.3864
H  5.3507  -14.5571  6.7582
H  7.0517  -15.6860  8.8477
H  6.8134  -16.4125  7.3072
H  6.5610  -17.3205  8.8486
H  3.5528  -15.6084  9.9461
H  5.2207  -15.6603  10.3690
H  4.4554  -17.1590  10.0167
H  3.7676  -18.1514  8.5371
C  2.5400  -20.8225  7.6132
O  1.2070  -20.3628  7.6592
H  3.1825  -19.9489  7.6204
H  2.6806  -21.5491  8.3960
H  2.6779  -21.3482  6.6653
H  0.6473  -20.8729  7.0502
C  3.3864  -19.4941  14.1354
O  4.2335  -19.0370  13.0602
H  3.8582  -19.4545  15.1276
H  2.4023  -19.0002  14.1167
H  3.1625  -20.5422  13.9623
H  4.4877  -18.1584  13.3223
C  1.9694  -19.3954  10.7690
O  3.3455  -19.5329  10.4358
H  1.6297  -18.3619  10.8933
H  1.3126  -19.8095  9.9544
H  1.7117  -19.9541  11.6998
H  3.7597  -19.3725  11.3052

Properties
Kohn-Sham gap in eV: 8.826
Relative energy (zero: lowest compared OMol25 entry of this formula, charge and spin) in kcal/mol: 102.8
SMILES string: CC1(C)CCCC(C)(C)N1O.CC1(C)CCCC(C)(C)N1O.CC1(C)CCCC(C)(C)N1O.CO.CO.CO

Here are the Löwdin charges for atoms 1 to 5, given in e: number 1, C, carries -0.019; number 2, C, carries -0.537; number 3, C, carries -0.047; number 4, C, carries -0.136; number 5, C, carries -0.165

Below is a cluster of 5 separate species, C2H15NO5 in total in a non-equilibrium geometry, with properties calculated with ωB97M-V with the def2-TZVPD basis set.

Positions of all 23 atoms, in Å:
C  -2.1675  1.4425  1.5872
N  -1.2976  0.3960  1.0721
C  -0.0007  0.8842  0.7110
O  0.0124  1.6362  -0.5150
H  -2.4663  2.1913  0.8501
H  -1.6844  1.9351  2.4246
H  -3.0968  1.0079  1.9250
H  -1.7239  -0.0010  0.2466
H  0.3819  1.5940  1.4433
H  0.7301  0.0816  0.6455
H  0.1379  1.0546  -1.2687
O  -4.2383  -1.2077  1.8158
H  -3.9454  -1.8457  2.4770
H  -5.0189  -0.8062  2.2125
O  3.3766  -2.5613  -4.5018
H  3.6752  -1.7201  -4.8672
H  4.0737  -3.2194  -4.5672
O  3.4949  0.9722  1.5864
H  3.1587  0.0728  1.6103
H  3.2431  1.4861  0.8215
O  1.2560  -0.9953  -1.5688
H  0.3834  -0.8327  -1.9428
H  1.7157  -1.5650  -2.1976

Properties
Kohn-Sham gap in eV: 9.222
Relative energy (zero: lowest compared OMol25 entry of this formula, charge and spin) in kcal/mol: 29.8
SMILES string: CNCO.O.O.O.O

Here are the Löwdin charges for atoms 1 to 5, given in e: number 1, C, carries -0.134; number 2, N, carries -0.092; number 3, C, carries -0.317; number 4, O, carries -0.065; number 5, H, carries 0.077

Below is a cluster of 2 separate species, C5H11N2 in total in a non-equilibrium geometry, with properties calculated with ωB97M-V with the def2-TZVPD basis set.

Positions of all 18 atoms, in Å:
C  -0.3967  1.0004  -2.3459
C  -1.0776  -1.7325  0.8946
C  0.0589  -0.1094  -2.0689
C  0.2917  -1.1882  0.8217
C  0.6044  0.1311  0.6160
N  1.8034  0.8088  0.4254
N  -0.4504  1.1354  0.5130
H  -0.8136  1.8227  -2.7324
H  -1.6544  -0.9971  1.5104
H  -1.6246  -1.7264  -0.0133
H  -0.9207  -2.6252  1.3372
H  0.4492  -1.0387  -1.7721
H  0.9819  -1.9169  0.7366
H  1.8680  1.7447  0.7679
H  2.6124  0.3726  0.1812
H  0.0937  1.9483  0.6096
H  -1.2365  1.2781  1.1511
H  -0.5893  1.0923  -0.6321

Properties
Kohn-Sham gap in eV: 9.585
Relative energy (zero: lowest compared OMol25 entry of this formula, charge and spin) in kcal/mol: 101.3
Charge: +1

Here are the Löwdin charges for atoms 1 to 5, given in e: number 1, C, carries 0.075; number 2, C, carries -0.055; number 3, C, carries 0.093; number 4, C, carries -0.082; number 5, C, carries -0.376